The following is a DFT calculation (ωB97M-V with the def2-TZVPD basis set) of a structure of composition C27H52GeN4O5Si4Sn.

CARTESIAN COORDINATES (ANGSTROEM)
Sn (-0.20825, 0.78234, -0.01633)
Ge (0.60128, -1.71172, -1.53406)
Si (2.96550, -1.64387, -1.68296)
Si (-1.88708, 3.83299, 0.06084)
Si (-0.31420, -1.28704, -3.69460)
Si (-0.09872, -3.82160, -0.73180)
O (0.86638, 2.11307, -1.34831)
O (-4.09177, 1.02488, -1.66772)
O (0.12276, 0.64363, 2.57603)
O (1.87228, 4.04124, -1.87641)
O (-1.95754, 0.48383, -1.29091)
N (2.15416, 2.14669, 1.05435)
N (-1.13396, 2.55420, 1.02343)
N (2.56069, 2.93971, -0.03662)
N (-2.60118, -0.23678, 1.28450)
C (-0.90234, 5.44039, 0.14157)
C (3.49817, -0.11239, -2.63274)
C (2.24141, -2.09986, 3.65437)
C (1.43389, -2.71924, 4.59656)
C (0.67205, -2.30074, -4.95797)
C (1.69502, 3.07313, -1.14921)
C (-3.65025, 4.12679, 0.66979)
C (-1.00872, 4.17721, 4.39012)
C (-0.26577, 1.81669, 3.20751)
C (-0.33644, 3.23606, 5.14969)
C (-2.10788, -1.83272, -3.83409)
C (3.70276, -3.15917, -2.54201)
C (-2.05259, 3.44588, -1.75100)
C (1.80450, -0.95560, 3.00014)
C (0.17635, -2.19729, 4.87737)
C (0.19149, -5.19401, -1.99777)
C (3.72736, -1.57461, 0.05163)
C (0.82157, -4.29678, 0.84438)
C (0.03806, 2.04831, 4.53596)
C (-1.28121, 3.94638, 3.05100)
C (-3.21283, 0.51731, -0.98823)
C (-1.93355, -3.81027, -0.30287)
C (-3.61698, -0.29482, 0.24137)
C (-0.91579, 2.76254, 2.37121)
C (-0.27339, -1.06063, 4.22448)
C (0.55127, -0.44396, 3.29229)
C (-0.15181, 0.51597, -4.16917)
H (3.55867, -4.06213, -1.94290)
H (-1.32413, 5.11377, 4.83425)
H (3.21351, -2.51175, 3.41539)
H (3.11095, -2.09731, 0.78718)
H (0.70690, -3.36048, -4.69362)
H (-0.65451, 0.69977, -5.12412)
H (-3.73921, 4.36174, 1.73206)
H (-0.10293, 3.41105, 6.19138)
H (-0.60804, 1.16173, -3.42052)
H (1.24081, -5.24561, -2.29530)
H (2.95796, 1.67374, 1.44759)
H (-1.09412, 3.27027, -2.23197)
H (-2.67775, 0.61748, 1.82662)
H (1.70083, -1.93990, -5.03439)
H (-0.40257, -5.03384, -2.90039)
H (-2.47778, 4.35295, -2.19837)
H (-0.73656, 5.83663, 1.14310)
H (-0.09249, -6.16245, -1.57255)
H (-2.25609, -2.84257, -3.44323)
H (-2.11023, -3.13251, 0.53607)
H (-2.55074, -3.47226, -1.13721)
H (2.98959, 3.82574, 0.19098)
H (1.89920, -4.37229, 0.67769)
H (-0.46194, -2.68290, 5.60477)
H (3.39342, -0.26976, -3.70960)
H (-2.40303, -1.83779, -4.88777)
H (1.77641, -3.61200, 5.10328)
H (4.77994, -3.01750, -2.67966)
H (0.46943, -5.26337, 1.21790)
H (-4.61106, 0.03339, 0.55466)
H (0.56670, 1.28806, 5.09608)
H (0.65671, -3.55050, 1.62500)
H (-2.64944, -1.02596, 1.91328)
H (-4.09554, 4.95040, 0.10400)
H (-1.43216, 6.20385, -0.43591)
H (-3.70340, -1.32802, -0.10389)
H (3.82693, -0.53412, 0.37276)
H (-1.79656, 4.71712, 2.50173)
H (0.89573, 0.80786, -4.26891)
H (4.54477, 0.13336, -2.43033)
H (-2.26644, -4.81059, -0.00944)
H (3.25221, -3.32994, -3.52136)
H (2.40890, -0.46590, 2.24441)
H (-2.73260, 2.61985, -1.97607)
H (1.70474, 2.70124, 1.77703)
H (0.06825, 5.30227, -0.33955)
H (-4.24976, 3.23462, 0.47056)
H (-2.76443, -1.14817, -3.29487)
H (-1.24406, -0.63267, 4.44265)
H (2.88464, 0.74888, -2.36232)
H (0.21237, -2.21299, -5.94807)
H (4.72328, -2.02659, 0.05812)

Summary:
- charge = -1
- LUMO (alpha / beta) (eV) = 2.4 / 2.3
- energy relative to the best compared isomer or geometry (same formula, charge and spin) (kJ/mol) = 0.0
- ⟨S²⟩ = 0.7590
- max |F| (hartree/bohr) = 0.01097
- 2S+1 = 2